(1)
{"formula": "C8H15ClOS", "method": "the ωB97M-V functional and the def2-TZVPD basis", "species": ["C", "C", "C", "C", "C", "S", "C", "H", "H", "H", "H", "H", "H", "H", "H", "H", "H", "O", "C", "C", "Cl", "H", "H", "H", "H", "H"], "positions_angstrom": [[-3.29637, -0.69786, -0.32504], [-2.11487, -0.42499, -0.87857], [-0.90043, -0.04580, -0.12427], [-0.38307, -0.72507, 0.90881], [-0.87014, -2.03093, 1.46302], [-0.01868, 1.37152, -0.74878], [-1.31157, 2.63594, -0.67303], [-4.15112, -0.96507, -0.92991], [-3.44504, -0.65350, 0.75125], [-2.01108, -0.43295, -1.96487], [0.50602, -0.30908, 1.38017], [-1.31542, -1.89060, 2.45689], [-0.03069, -2.72459, 1.58907], [-1.61993, -2.49575, 0.81926], [-0.90683, 3.53640, -1.14384], [-1.57975, 2.86478, 0.36154], [-2.20431, 2.32264, -1.22078], [2.57470, 1.65886, -0.54609], [2.52606, 0.26338, -0.75160], [3.36839, -0.45714, 0.29422], [3.34908, -2.22060, 0.01346], [2.00894, 1.87227, 0.20552], [1.49823, -0.12562, -0.73795], [2.93850, 0.07520, -1.74730], [2.98433, -0.28337, 1.30006], [4.40505, -0.11805, 0.24873]], "orbital_gap_ev": 9.4, "smiles": "C=C/C(=C\\C)SC.OCCCl", "spin_multiplicity": 1, "e_homo_ev": -8.63, "e_lumo_ev": 0.8}


(2)
{"formula": "C9H24F24N8O21P3S6", "method": "the ωB97M-V functional and the def2-TZVPD basis", "species": ["C", "C", "O", "N", "H", "H", "C", "H", "H", "H", "H", "H", "H", "C", "C", "O", "N", "H", "H", "C", "H", "H", "H", "H", "H", "H", "C", "C", "O", "N", "H", "H", "C", "H", "H", "H", "H", "H", "H", "P", "F", "F", "F", "F", "F", "F", "P", "F", "F", "F", "F", "F", "F", "P", "F", "F", "F", "F", "F", "F", "N", "S", "O", "O", "F", "S", "O", "O", "F", "N", "S", "O", "O", "F", "S", "O", "O", "F", "N", "S", "O", "O", "F", "S", "O", "O", "F", "N", "O", "O", "O", "N", "O", "O", "O"], "positions_angstrom": [[3.97674, -30.88297, 16.66070], [4.75787, -31.09535, 15.37990], [4.32034, -31.65408, 14.37171], [6.19896, -30.62557, 15.47202], [6.30014, -29.97414, 16.23721], [6.86148, -31.34752, 15.71683], [6.65434, -29.86615, 14.23512], [4.47779, -31.32207, 17.52340], [2.90127, -31.05950, 16.64333], [3.79725, -29.82781, 16.86688], [6.14940, -28.90272, 14.16493], [6.47657, -30.49509, 13.36281], [7.73403, -29.71692, 14.22499], [2.24487, -37.22085, 12.45581], [2.66791, -35.97209, 13.23116], [3.67983, -35.26403, 12.92387], [1.86742, -35.55737, 14.42188], [1.05743, -35.12968, 13.99632], [1.46057, -36.39298, 14.81727], [2.44075, -34.53258, 15.45876], [2.12911, -38.10561, 13.08184], [2.93344, -37.42797, 11.63662], [1.24224, -37.05333, 12.06239], [3.51163, -34.68571, 15.59242], [1.78664, -34.57903, 16.32943], [2.28249, -33.49761, 15.15560], [6.51701, -35.16739, 10.44731], [6.50148, -33.92873, 9.66766], [6.57282, -33.85185, 8.43254], [6.22441, -32.64732, 10.42541], [7.00247, -32.48946, 11.04975], [6.09961, -31.86005, 9.80514], [4.83403, -32.66644, 11.22820], [7.11204, -35.82309, 9.81162], [5.52869, -35.57606, 10.65779], [7.13969, -35.25739, 11.33741], [4.54605, -31.61905, 11.31854], [4.83981, -33.26832, 12.13694], [4.00853, -33.18443, 10.74003], [3.72402, -27.89481, 20.59011], [5.35398, -27.60747, 21.04212], [3.25519, -26.83671, 21.69187], [3.95359, -26.74235, 19.44081], [2.17840, -28.14962, 20.16406], [4.32619, -28.90294, 19.43161], [3.82853, -29.15690, 21.70112], [3.23676, -33.91728, 19.50994], [4.21964, -32.80495, 20.15578], [4.16697, -35.09932, 20.05577], [2.31037, -34.04778, 20.79123], [2.21664, -34.97553, 18.75905], [2.29173, -32.59098, 19.08278], [4.12570, -33.77556, 18.19397], [9.82837, -27.74446, 12.55064], [10.00822, -26.77519, 11.29305], [11.42568, -27.70791, 12.88826], [9.52096, -26.57847, 13.56349], [9.84284, -28.85982, 13.73857], [8.16891, -27.89143, 12.42406], [10.10017, -28.92258, 11.49455], [3.10533, -25.43200, 11.77608], [2.27985, -25.01166, 10.32539], [0.92993, -25.51122, 10.05197], [3.27506, -24.79229, 9.26290], [1.91814, -23.53127, 10.76235], [2.95912, -27.01302, 11.59423], [3.58559, -27.60808, 10.44277], [1.77308, -27.57591, 12.19882], [4.11317, -27.38947, 12.71357], [5.94046, -30.48655, 8.75002], [4.30247, -29.94925, 8.58227], [4.09333, -28.77137, 7.75040], [3.32230, -30.28290, 9.59990], [3.98683, -31.07519, 7.44044], [6.25587, -29.26454, 9.58875], [5.86103, -29.22704, 10.94863], [6.46239, -27.96953, 8.87703], [7.77326, -29.71224, 9.80020], [8.48623, -34.02388, 18.50906], [7.98102, -32.58239, 18.63726], [7.32294, -31.87331, 17.51817], [8.51457, -31.70675, 19.75478], [6.71461, -33.03929, 19.41194], [10.02059, -33.36382, 18.00760], [10.99482, -32.90378, 19.00319], [10.00245, -32.74280, 16.69652], [10.58931, -34.80733, 17.63468], [8.19204, -33.33653, 13.55020], [7.89091, -33.15420, 14.64856], [7.97077, -32.51974, 12.68697], [8.53900, -34.44849, 13.18217], [7.84784, -28.14638, 17.72535], [7.53558, -28.94779, 18.55485], [7.34893, -28.24201, 16.60412], [8.79577, -27.29780, 18.07974]], "orbital_gap_ev": 1.1, "spin_multiplicity": 1, "e_homo_ev": 3.75, "charge": -5, "e_lumo_ev": 4.9}


(3)
{"formula": "C22H25N3O3", "method": "the ωB97M-V functional and the def2-TZVPD basis", "species": ["C", "C", "C", "C", "C", "C", "C", "O", "N", "N", "C", "C", "C", "C", "C", "O", "C", "C", "O", "N", "C", "C", "C", "C", "C", "C", "C", "C", "H", "H", "H", "H", "H", "H", "H", "H", "H", "H", "H", "H", "H", "H", "H", "H", "H", "H", "H", "H", "H", "H", "H", "H", "H"], "positions_angstrom": [[-2.64657, 2.86688, -0.14324], [-3.95326, 2.17739, 0.10826], [-4.92938, 2.78360, 0.89198], [-6.13672, 2.15162, 1.13175], [-6.37972, 0.89759, 0.60390], [-5.40268, 0.26546, -0.16001], [-5.71722, -1.08043, -0.69737], [-6.82434, -1.42080, -1.06458], [-4.68801, -1.98835, -0.75354], [-3.46163, -1.76360, -0.27783], [-2.57257, -2.67358, -0.32202], [-1.23936, -2.42544, 0.17690], [-0.89808, -1.18941, 0.72950], [0.37569, -0.94303, 1.19794], [1.34426, -1.94208, 1.12790], [2.63098, -1.81831, 1.55915], [3.04356, -0.59409, 2.12420], [3.02877, 0.61192, 1.17483], [2.56248, 1.67320, 1.55328], [3.54447, 0.43784, -0.05303], [4.18103, -0.76858, -0.54351], [5.25914, -0.41888, -1.57591], [5.95318, 0.87503, -1.16346], [4.96247, 2.04326, -1.24527], [3.53437, 1.54456, -0.98790], [1.01222, -3.18233, 0.57776], [-0.25983, -3.41935, 0.10948], [-4.20214, 0.91870, -0.41847], [-2.80362, 3.91681, -0.38249], [-2.02112, 2.81910, 0.74840], [-2.10790, 2.39479, -0.96091], [-4.74179, 3.76270, 1.30964], [-6.89102, 2.63943, 1.73142], [-7.31693, 0.39128, 0.77758], [-4.93347, -2.91306, -1.12276], [-2.77836, -3.66667, -0.74181], [-1.65568, -0.42413, 0.78567], [0.60487, 0.02593, 1.61070], [4.06822, -0.76695, 2.47012], [2.42756, -0.32959, 2.99240], [3.43086, -1.43404, -0.99032], [4.64073, -1.29719, 0.29306], [5.97439, -1.24002, -1.63109], [4.81976, -0.29512, -2.56674], [6.81558, 1.06621, -1.80232], [6.31580, 0.76704, -0.13909], [5.22899, 2.80221, -0.50984], [4.99917, 2.50558, -2.23233], [3.07148, 1.20158, -1.91833], [2.91695, 2.33436, -0.55870], [1.77483, -3.94426, 0.53363], [-0.50225, -4.38326, -0.31438], [-3.45813, 0.44852, -1.04221]], "orbital_gap_ev": 8.5, "smiles": "Cc1cccc(C(=O)N/N=C/c2ccc(OCC(=O)N3CCCCC3)cc2)c1", "spin_multiplicity": 1, "e_homo_ev": -8.11, "e_lumo_ev": 0.4, "relative_energy_ev": 3.091}


(4)
{"formula": "C23H26N7O12SW", "method": "the ωB97M-V functional and the def2-TZVPD basis", "species": ["W", "C", "N", "C", "C", "O", "C", "O", "C", "C", "O", "N", "C", "C", "H", "H", "H", "H", "H", "H", "H", "H", "H", "H", "H", "H", "H", "H", "H", "H", "O", "C", "O", "C", "C", "C", "C", "C", "C", "O", "N", "O", "O", "N", "O", "O", "H", "H", "O", "C", "N", "C", "O", "C", "C", "C", "C", "N", "C", "H", "H", "H", "H", "H", "H", "H", "H", "S", "C", "N"], "positions_angstrom": [[-17.86556, 1.04873, -7.86943], [-17.40044, 0.33853, -3.50706], [-16.97151, -0.79648, -4.37534], [-16.27630, -1.99162, -3.78822], [-17.29397, -0.70562, -5.63125], [-18.00598, 0.33679, -6.01391], [-17.08828, -1.81163, -6.62042], [-17.84549, -1.46103, -7.80199], [-19.06401, -2.20850, -8.05093], [-20.02294, -1.15426, -8.51252], [-19.65405, 0.08104, -8.36377], [-21.20164, -1.43462, -8.97902], [-21.73915, -2.82505, -9.06305], [-22.14414, -0.37747, -9.41926], [-17.41372, 0.00968, -2.48830], [-16.69577, 1.15882, -3.56133], [-18.38996, 0.70560, -3.81629], [-15.54657, -1.61819, -3.09940], [-17.01123, -2.63509, -3.28327], [-15.68437, -2.54698, -4.53870], [-16.06239, -1.94943, -6.96320], [-17.50637, -2.71262, -6.12390], [-18.89773, -2.96474, -8.83104], [-19.42830, -2.71470, -7.17513], [-20.90482, -3.54402, -9.06836], [-22.44287, -2.98782, -8.22320], [-22.30198, -2.92065, -9.97361], [-21.86962, 0.59151, -8.95409], [-22.05213, -0.25068, -10.55382], [-23.16678, -0.70985, -9.19959], [-14.77712, 0.63633, -5.80386], [-15.11454, 1.15450, -6.82117], [-16.05710, 0.48659, -7.64872], [-14.71230, 2.38860, -7.41201], [-13.43201, 2.80926, -7.29611], [-13.15749, 4.12692, -7.66047], [-14.16964, 4.98470, -7.99292], [-15.43705, 4.48590, -8.26934], [-15.69873, 3.16167, -8.00330], [-17.00258, 2.67227, -8.16739], [-16.48343, 5.45116, -8.69263], [-16.59310, 6.38606, -7.95962], [-17.10124, 5.23600, -9.70455], [-11.75022, 4.61936, -7.55386], [-11.51360, 5.62299, -8.15366], [-10.98311, 4.00660, -6.83168], [-12.68618, 2.13983, -6.88913], [-13.99914, 6.05577, -8.12074], [-22.23058, -0.10854, -13.47649], [-21.53457, 0.80732, -14.31056], [-20.14127, 0.67557, -13.87507], [-19.83234, 1.28790, -12.70972], [-20.56888, 2.02121, -12.06953], [-18.51607, 0.92006, -12.06622], [-17.27114, 0.88402, -12.64156], [-16.18578, 0.65108, -11.80825], [-16.36797, 0.55688, -10.47602], [-17.60423, 0.64509, -9.87423], [-18.64341, 0.86839, -10.68902], [-23.18455, 0.12316, -13.45900], [-21.82941, 1.82390, -14.16708], [-21.69519, 0.52764, -15.34512], [-19.51500, 0.01534, -14.32503], [-17.06604, 1.04881, -13.69050], [-15.16089, 0.56422, -12.16851], [-15.54491, 0.52313, -9.74434], [-19.61104, 1.12558, -10.27012], [-19.71262, 2.41287, -7.23064], [-18.99928, 3.83411, -6.88820], [-18.61636, 4.89885, -6.81816]], "orbital_gap_ev": [5.9, 5.9], "spin_multiplicity": 1, "e_homo_ev": [-17.44, -17.44], "charge": 3, "e_lumo_ev": [-11.6, -11.6], "relative_energy_ev": 0.000}